Record 1
{"formula": "C11H25BrF4N3O4S", "method": "wB97M-V/def2-TZVPD", "elements": ["O", "F", "H", "F", "H", "H", "C", "S", "F", "H", "O", "C", "H", "H", "C", "C", "H", "F", "H", "H", "H", "H", "H", "N", "Br", "H", "C", "H", "C", "C", "O", "N", "H", "H", "H", "C", "H", "C", "H", "H", "O", "H", "N", "C", "H", "H", "H", "H", "C"], "xyz": [[-1.06164, -0.52349, 3.04828], [0.54435, -1.94897, 1.15974], [2.44407, 1.49235, -2.63293], [2.45867, -0.95467, 0.99375], [-1.17282, 3.47795, -3.32629], [-0.89340, -1.70176, 4.76102], [2.52745, 0.57786, -2.04656], [-2.46077, 1.45914, -1.10237], [2.42533, -2.25331, -1.72563], [-1.53371, -1.20851, 8.47434], [-1.85153, -1.17626, -3.71294], [-0.92214, 0.71087, -0.97620], [-0.77310, 1.71806, -4.83357], [-3.24792, -2.18015, 7.22766], [3.71244, 0.77190, -1.09240], [-3.21212, -1.37892, -4.10992], [4.52655, 1.15542, -1.70188], [0.93578, -3.53122, -0.75384], [-0.45038, -1.07336, 2.55227], [2.75505, -3.19022, 0.01328], [-0.73987, 3.31875, -5.61000], [-2.94165, 1.30240, 0.13710], [2.53714, 1.55876, 0.58472], [0.14259, 1.12958, -1.73873], [3.24602, 3.55592, -0.73072], [4.05296, -0.18238, -0.69723], [1.95776, -2.69194, -0.53687], [4.27292, 1.81794, 0.69121], [-0.76691, -0.66560, 4.44052], [-0.26024, 2.68427, -4.86525], [-0.25615, 3.32050, -3.57656], [-0.57543, -0.25822, -0.19957], [2.70723, -0.21447, -2.76816], [-3.39580, -0.74304, -4.97104], [-3.90104, -1.10201, -3.30894], [1.45008, -1.48740, 0.28798], [-1.68730, -1.74727, -2.95718], [1.19632, 0.39388, -1.41542], [-1.45996, -0.04277, 4.99629], [-3.38499, -2.41784, -4.39356], [-1.82049, -0.72935, 7.69279], [0.25208, -0.33844, 4.66142], [0.75865, -0.45190, -0.47994], [3.43147, 1.77123, 0.01099], [-3.82537, -0.84707, 8.25811], [-3.49102, -0.56340, 6.54183], [0.77630, 2.52915, -5.15235], [0.10262, 1.89164, -2.42679], [-3.16818, -1.10808, 7.42566]], "forces_ev_per_angstrom": [[0.00, 0.15, 0.04], [0.47, -0.22, -0.12], [-0.13, 0.09, -0.03], [0.00, 0.07, -0.34], [-0.04, 0.27, -0.03], [0.00, 0.03, 0.09], [0.23, 0.42, -0.23], [-0.81, 0.55, -0.72], [0.03, -0.01, -0.01], [0.07, 0.04, 0.03], [0.02, 0.17, 0.14], [0.18, -0.01, 0.31], [0.03, 0.02, 0.00], [-0.05, 0.01, -0.03], [-0.19, -0.10, -0.23], [0.09, -0.02, 0.09], [0.13, -0.04, -0.04], [0.06, 0.16, -0.12], [-0.21, 0.08, 0.18], [0.04, -0.11, 0.00], [0.04, 0.01, 0.01], [0.44, -0.29, 0.22], [-0.12, 0.03, 0.04], [-0.35, -0.07, 0.15], [-0.18, 0.04, 0.01], [-0.05, -0.02, 0.22], [0.02, -0.08, 0.09], [0.03, 0.04, 0.11], [0.05, -0.10, -0.21], [-0.10, -0.01, -0.14], [0.02, -0.64, 0.27], [0.23, -0.30, 0.08], [0.02, -0.17, 0.09], [0.02, 0.01, -0.02], [-0.03, 0.01, -0.03], [-0.60, -0.24, 0.50], [0.00, -0.10, -0.04], [0.22, -0.18, -0.18], [-0.01, 0.02, -0.01], [-0.03, 0.01, -0.03], [-0.12, -0.05, -0.11], [-0.02, 0.00, 0.08], [-0.08, 0.06, 0.07], [0.40, -0.03, -0.02], [-0.05, 0.00, -0.04], [0.01, 0.02, -0.01], [0.02, 0.04, 0.02], [0.15, 0.49, -0.22], [0.15, -0.02, 0.12]], "charge": 1, "e_homo_ev": -12.02, "e_lumo_ev": -3.14}

Record 2
{"formula": "C3H2FNOS", "method": "wB97M-V/def2-TZVPD", "elements": ["C", "O", "C", "S", "N", "C", "H", "F", "H"], "xyz": [[2.94804, -0.49698, 0.09266], [2.29328, -1.39704, 0.31137], [0.69782, 1.09749, -0.01757], [2.44100, 1.21411, -0.04872], [-0.02594, 0.04753, -0.30947], [-0.69441, -0.79938, -0.83416], [-1.16848, -1.71422, -0.76302], [4.24743, -0.52141, -0.23013], [0.00473, 1.91064, 0.14609]], "forces_ev_per_angstrom": [[1.37, 4.79, -1.16], [-2.18, -4.13, 1.05], [-1.95, -1.13, 0.26], [0.20, -0.18, -0.25], [0.05, -0.86, -1.27], [1.98, 2.50, -0.14], [-0.84, -1.36, 0.83], [0.43, -0.34, 0.18], [0.93, 0.71, 0.50]], "e_homo_ev": -7.55, "e_above_lowest_ev": 2.300, "e_lumo_ev": 0.56}

Record 3
{"formula": "C30H25ClIrO2P", "method": "wB97M-V/def2-TZVPD", "elements": ["C", "H", "H", "C", "H", "C", "C", "C", "C", "C", "H", "H", "H", "C", "H", "Cl", "C", "C", "C", "H", "C", "H", "C", "C", "C", "Ir", "H", "C", "H", "C", "H", "H", "C", "H", "C", "C", "H", "C", "H", "H", "O", "H", "O", "C", "H", "H", "C", "H", "H", "C", "H", "C", "C", "C", "H", "C", "P", "C", "C", "H"], "xyz": [[-3.03735, -1.27246, 4.21768], [-6.26808, -2.26639, 3.68812], [2.37338, 2.52347, -0.21866], [-0.74631, 2.00615, -4.31206], [2.76078, 1.74193, -2.69691], [-1.85913, -0.72387, 3.43748], [-3.03559, -1.23935, 5.62960], [3.61087, -0.56577, -0.98668], [1.05860, -3.92310, -1.74926], [-5.40461, -1.75373, 5.62807], [-2.81452, 2.49011, 2.48522], [1.00582, -4.83090, -1.15060], [1.35680, 1.59242, 1.40190], [4.96965, -0.27387, -0.77998], [-2.55789, 2.87051, -0.22890], [-2.20903, -0.84762, -0.70574], [2.62564, 0.39876, -0.70956], [1.63605, 2.37065, -4.39835], [-5.37381, -1.94145, 4.23286], [3.32905, -1.54895, -1.37404], [4.37717, 1.86710, 0.15548], [-4.24384, -1.34886, 7.44043], [0.32410, 1.92958, 1.35214], [-4.18761, -1.72066, 3.53354], [-1.90212, 2.37723, 1.91606], [-1.15049, 0.54351, 0.75700], [1.57909, -2.91072, -4.96196], [0.38094, 2.48081, -4.99406], [-0.32287, 1.87493, 3.47587], [0.90774, -1.50881, -1.92654], [0.03181, 2.60730, -0.82671], [-1.50333, 1.00860, -2.55995], [1.37629, -2.85648, -3.89265], [-4.12694, -1.88304, 2.45551], [0.83025, -2.68436, -1.15402], [-1.78052, 2.61572, 0.49601], [6.40358, 1.09671, 0.09627], [5.35356, 0.91370, -0.15257], [5.72131, -1.00123, -1.08487], [-6.33573, -1.88902, 6.16572], [-0.93856, -0.18571, 4.05724], [4.64167, 2.75987, 0.72513], [-1.99149, -0.81210, 2.12956], [0.65538, 1.19297, -2.49650], [2.52817, 2.75357, -4.90014], [1.11916, -0.71725, -3.93977], [-4.23385, -1.42865, 6.34267], [-2.08984, -1.03796, 6.14267], [0.28565, 2.93925, -5.98176], [1.13605, -1.60698, -3.30972], [-1.73393, 2.13762, -4.75888], [-0.61716, 1.37341, -3.07488], [3.06179, 1.67385, -0.26747], [1.34469, -4.01309, -3.11581], [0.57504, -2.60775, -0.09913], [1.76963, 1.76896, -3.14353], [0.80820, 0.09227, -1.02319], [-0.61704, 1.98257, 2.43290], [-0.39448, 2.39853, 0.15589], [1.53820, -4.98191, -3.57619]], "forces_ev_per_angstrom": [[0.11, 0.03, -0.51], [0.38, 0.20, 0.34], [0.16, -0.41, 0.19], [0.08, 0.13, -0.06], [-0.27, -0.19, -0.16], [0.71, 0.50, -1.42], [-1.00, -0.04, 2.04], [0.01, 0.14, 0.24], [-0.04, -0.03, -0.08], [0.08, 0.12, 0.44], [0.09, -0.11, -0.02], [0.01, 0.20, -0.11], [-0.37, 0.49, 0.18], [-0.28, 0.09, 0.12], [0.29, -0.01, 0.52], [-0.63, -0.66, -0.87], [0.39, 0.31, 0.04], [-0.15, 0.04, 0.18], [0.96, -0.01, -1.62], [0.12, 0.40, 0.12], [0.07, -0.08, -0.33], [-0.03, -0.04, -0.70], [-0.11, 1.61, 0.28], [-1.70, -0.62, -0.06], [0.76, 1.16, 0.42], [-0.67, -5.19, -2.61], [-0.08, -0.03, 0.27], [0.00, -0.14, 0.14], [-0.42, -0.24, -0.49], [-0.23, -0.56, 0.22], [-0.21, -0.16, 0.53], [0.14, -0.06, -0.16], [-0.16, 0.20, 0.19], [-0.02, 0.23, 0.32], [0.10, 0.28, -0.54], [0.57, 1.15, 0.49], [-0.43, -0.09, -0.08], [-0.22, -0.20, 0.05], [-0.19, 0.14, 0.16], [0.03, -0.05, -0.01], [-1.00, -1.03, -0.05], [-0.03, -0.07, -0.49], [-0.30, -0.68, 3.37], [-0.22, 0.64, -0.45], [-0.33, -0.08, 0.17], [0.14, -0.28, 0.21], [1.78, 0.24, -0.32], [-0.41, 0.08, -0.22], [-0.04, -0.14, 0.37], [0.02, -0.15, 0.23], [0.28, -0.10, 0.18], [0.39, 0.07, -0.18], [-0.12, -0.48, 0.52], [0.03, 0.21, 0.16], [0.12, -0.10, -0.11], [-0.28, -0.21, -0.11], [1.77, -0.39, -1.92], [0.03, 2.02, 0.54], [0.40, 1.71, 0.34], [-0.08, 0.24, 0.16]], "charge": 1, "e_homo_ev": [-8.81, -11.29], "e_above_lowest_ev": 0.000, "e_lumo_ev": [-4.05, -7.96], "spin_multiplicity": 6, "s_squared": 8.786}

Record 4
{"formula": "C10H15N3O2", "method": "wB97M-V/def2-TZVPD", "elements": ["H", "H", "H", "N", "C", "C", "C", "H", "N", "H", "O", "C", "N", "C", "C", "H", "H", "H", "H", "O", "H", "H", "C", "H", "H", "C", "H", "C", "C", "H"], "xyz": [[-1.96219, -0.03449, 2.41335], [1.80803, -2.70500, 1.98363], [1.48943, -0.94684, 2.58202], [0.49225, -1.94297, -0.14594], [-1.66787, 0.72679, 1.66275], [0.47803, 0.83646, 0.62262], [1.41929, -1.24232, 0.49151], [2.72003, 1.81630, -1.87914], [-0.50169, -1.83258, -0.81444], [-1.08574, 1.48648, 2.30396], [0.87397, 1.53701, 1.57732], [-1.22621, 0.10133, -2.05550], [1.49756, 0.82370, -0.52475], [2.10663, 2.05765, -0.90125], [-1.30424, -0.47097, -0.63527], [-0.92163, -0.70421, -2.76393], [-0.60245, 0.96735, -2.18351], [-2.13915, 0.39870, -2.48122], [-3.23186, 0.06384, -0.07351], [2.94981, -0.69297, -1.39791], [-3.20185, -1.30279, -1.22392], [-2.72216, 1.14995, 1.34888], [-0.82139, 0.42662, 0.42087], [3.11777, -1.34711, 1.90618], [2.56455, 2.63525, -0.09746], [2.09166, -0.35375, -0.62384], [-2.86306, -1.65469, 0.40645], [2.08135, -1.63848, 1.80861], [-2.74034, -0.87931, -0.35999], [1.30147, 2.72105, -1.36657]], "forces_ev_per_angstrom": [[0.48, -0.37, -0.77], [0.66, 0.85, 0.17], [1.24, -1.49, -1.28], [-0.38, -0.37, -0.37], [-1.35, 1.81, 0.65], [2.53, 3.13, -0.24], [-0.12, -0.44, -1.19], [-0.45, 0.59, 2.41], [1.27, -0.21, 1.39], [-1.14, -0.95, -1.30], [0.17, -0.76, -0.12], [1.44, -1.27, -1.04], [-1.62, -0.37, 1.60], [-0.65, 0.97, -4.04], [-0.67, 1.22, 0.11], [0.20, 0.55, 0.39], [0.70, 0.07, 0.23], [-1.76, 0.37, 0.15], [-0.27, -0.80, -0.22], [0.29, -0.57, 0.25], [-0.29, -0.09, -0.83], [2.13, -0.40, 0.63], [-0.96, -1.86, 1.29], [0.17, -0.33, -0.36], [0.30, -0.52, -0.10], [0.44, 0.04, 0.33], [0.24, 0.50, 0.24], [-3.22, 1.31, 0.70], [-0.13, 0.03, 0.49], [0.76, -0.65, 0.87]], "e_homo_ev": [-8.00, -8.00], "e_above_lowest_ev": 6.587, "e_lumo_ev": [-1.14, -1.14]}

Calculated total energy readings, ordered: -4270.73462; -743.45474; -2214.08340; -704.61805 a.u.